{
  "formula": "C44H64N2O27",
  "method": "ωB97M-V with the def2-TZVPD basis set",
  "charge": 0,
  "de_lowest_kj_mol": 0.0,
  "homo_lumo_gap_ev": 8.7,
  "e_lumo_ev": 0.098,
  "total_energy_ha": -3856.14634,
  "smiles": "C[C@H]1COC(=O)O1.C[C@H]1COC(=O)O1.C[C@H]1COC(=O)O1.C[C@H]1COC(=O)O1.C[C@H]1COC(=O)O1.C[C@H]1COC(=O)O1.C[C@H]1COC(=O)O1.C[C@H]1COC(=O)O1.C[C@H]1COC(=O)O1.c1cc[nH]c1.c1cc[nH]c1",
  "species": ["C", "C", "C", "O", "C", "O", "O", "H", "H", "H", "H", "H", "H", "C", "C", "C", "O", "C", "O", "O", "H", "H", "H", "H", "H", "H", "C", "C", "C", "O", "C", "O", "O", "H", "H", "H", "H", "H", "H", "C", "C", "C", "O", "C", "O", "O", "H", "H", "H", "H", "H", "H", "C", "C", "C", "O", "C", "O", "O", "H", "H", "H", "H", "H", "H", "C", "C", "C", "O", "C", "O", "O", "H", "H", "H", "H", "H", "H", "C", "C", "C", "O", "C", "O", "O", "H", "H", "H", "H", "H", "H", "C", "C", "C", "O", "C", "O", "O", "H", "H", "H", "H", "H", "H", "C", "C", "C", "O", "C", "O", "O", "H", "H", "H", "H", "H", "H", "C", "C", "C", "N", "C", "H", "H", "H", "H", "H", "C", "C", "C", "N", "C", "H", "H", "H", "H", "H"],
  "coordinates": [[0.745, -2.259, -4.303], [0.415, -0.805, -4.150], [1.527, 0.222, -3.928], [1.724, 0.846, -5.204], [0.656, 0.561, -6.003], [0.435, 1.067, -7.047], [-0.180, -0.283, -5.365], [1.206, -2.624, -3.378], [1.412, -2.492, -5.133], [-0.172, -2.838, -4.413], [-0.309, -0.691, -3.346], [2.463, -0.082, -3.459], [1.125, 0.980, -3.254], [4.594, 6.301, -3.324], [3.580, 5.168, -3.263], [4.227, 3.780, -3.045], [3.741, 3.380, -1.751], [2.832, 4.268, -1.292], [2.209, 4.084, -0.314], [2.632, 5.258, -2.177], [4.954, 6.557, -2.320], [4.229, 7.219, -3.777], [5.476, 5.960, -3.868], [3.041, 5.246, -4.209], [5.310, 3.884, -3.014], [3.957, 3.096, -3.849], [-0.508, 2.884, 2.467], [-1.440, 3.096, 3.619], [-0.748, 3.113, 4.975], [-1.490, 4.093, 5.707], [-2.129, 4.905, 4.827], [-2.560, 5.954, 5.094], [-2.070, 4.390, 3.580], [0.314, 3.603, 2.477], [-0.964, 2.917, 1.478], [-0.079, 1.882, 2.570], [-2.204, 2.309, 3.620], [0.324, 3.331, 4.920], [-0.822, 2.153, 5.489], [-0.932, -4.893, 6.129], [-1.349, -5.187, 4.700], [-2.771, -4.642, 4.370], [-2.564, -3.956, 3.135], [-1.250, -3.776, 2.922], [-0.798, -3.152, 2.041], [-0.503, -4.514, 3.765], [0.096, -5.237, 6.278], [-1.490, -5.509, 6.841], [-1.029, -3.848, 6.421], [-1.290, -6.273, 4.611], [-3.058, -3.965, 5.170], [-3.446, -5.480, 4.240], [-1.295, -5.276, -0.589], [0.123, -4.904, -0.856], [1.050, -5.003, 0.377], [2.130, -5.820, -0.071], [1.831, -6.381, -1.272], [2.478, -7.202, -1.795], [0.718, -5.834, -1.795], [-1.919, -4.435, -0.282], [-1.326, -6.060, 0.174], [-1.841, -5.658, -1.455], [0.188, -3.906, -1.294], [0.510, -5.404, 1.238], [1.413, -4.021, 0.678], [-3.154, 5.638, -1.987], [-2.224, 5.193, -3.060], [-0.771, 4.904, -2.638], [-0.495, 3.594, -3.174], [-1.608, 3.056, -3.727], [-1.669, 1.976, -4.226], [-2.640, 3.921, -3.667], [-3.272, 4.939, -1.171], [-4.131, 5.905, -2.398], [-2.822, 6.583, -1.541], [-2.242, 5.893, -3.899], [-0.565, 4.996, -1.569], [-0.109, 5.644, -3.095], [-5.177, -1.814, -5.738], [-4.196, -1.261, -4.720], [-4.850, -0.864, -3.381], [-3.905, -1.305, -2.395], [-3.046, -2.174, -2.960], [-2.172, -2.751, -2.378], [-3.340, -2.343, -4.267], [-5.765, -2.646, -5.354], [-4.578, -2.216, -6.563], [-5.797, -1.023, -6.157], [-3.610, -0.459, -5.141], [-5.827, -1.336, -3.254], [-4.996, 0.213, -3.298], [1.254, -1.450, 4.442], [2.684, -1.389, 4.004], [3.254, 0.035, 3.887], [4.448, -0.019, 4.692], [4.490, -1.144, 5.419], [5.339, -1.405, 6.195], [3.437, -1.926, 5.125], [0.818, -2.444, 4.517], [0.668, -0.947, 3.658], [1.046, -0.899, 5.359], [2.883, -1.996, 3.124], [2.669, 0.827, 4.356], [3.462, 0.223, 2.835], [-3.664, -1.991, 0.748], [-3.578, -0.726, 1.566], [-2.854, 0.489, 0.926], [-3.782, 1.561, 1.040], [-4.951, 1.124, 1.583], [-5.875, 1.818, 1.832], [-4.927, -0.197, 1.772], [-3.996, -2.863, 1.315], [-2.679, -2.250, 0.366], [-4.447, -1.872, 0.002], [-3.132, -0.862, 2.556], [-2.586, 0.282, -0.106], [-1.986, 0.699, 1.542], [0.093, -0.611, -0.211], [0.988, -0.342, 0.885], [1.567, 0.888, 0.674], [1.031, 1.383, -0.482], [0.087, 0.541, -0.972], [-0.529, -1.477, -0.369], [1.144, -1.118, 1.616], [2.278, 1.521, 1.171], [1.203, 2.328, -0.782], [-0.507, 0.827, -1.823], [4.919, 0.890, 0.517], [4.971, -0.504, 0.263], [5.959, -1.033, 1.044], [6.507, -0.010, 1.737], [5.850, 1.157, 1.463], [4.295, 1.604, 0.008], [4.424, -1.019, -0.510], [6.273, -2.060, 1.070], [7.185, -0.106, 2.471], [6.103, 2.098, 1.918]]
}